DFT (ωB97M-V/def2-TZVPD) results for the ion C4H9N2O2 with charge -1 in a non-equilibrium geometry.

Last columns: bonded neighbours and bond lengths (Å).
Positions of all 17 atoms, in Å:
1 N -0.24012 2.93503 -0.19097  C2 1.468, H9 1.013, H10 1.013
2 C -0.06120 1.54304 0.23845  N1 1.468, C3 1.516, H11 1.096, H12 1.098
3 C -0.68070 0.55892 -0.73468  C2 1.516, N4 1.350, O8 1.250
4 N -0.35029 -0.72516 -0.99007  C3 1.350, C5 1.504, H13 1.007
5 C 0.55215 -1.76361 -0.38266  N4 1.504, C6 1.752, H14 1.113, H15 1.103
6 C 0.64022 -1.83103 1.36589  C5 1.752, O7 1.297, H16 1.118, H17 1.115
7 O 1.02681 -0.73447 1.94070  C6 1.297
8 O -1.71023 1.01071 -1.28023  C3 1.250
9 H -1.22338 3.15777 -0.09591  N1 1.013
10 H -0.07246 3.13947 -1.16892  N1 1.013
11 H 0.99712 1.38185 0.47456  C2 1.096
12 H -0.67608 1.43799 1.14229  C2 1.098
13 H -1.02479 -1.16587 -1.59449  N4 1.007
14 H 1.54629 -1.57159 -0.84520  C5 1.113
15 H 0.30893 -2.75886 -0.79119  C5 1.103
16 H -0.45630 -1.99079 1.51528  C6 1.118
17 H 1.42402 -2.62340 1.39715  C6 1.115

Computed properties:
ΔE to the lowest compared entry with this formula, charge and spin = 2.8496 eV
2S+1 = 1
Charge = -1
Energy = -11368.3160 eV
HOMO energy = -2.77 eV

Need the Löwdin charges? In units of e they are: number 1, N, carries -0.030; number 2, C, carries -0.204; number 3, C, carries -0.479; number 4, N, carries 0.046; number 5, C, carries -0.162; number 6, C, carries -0.506; number 7, O, carries -0.319; number 8, O, carries -0.057; number 9, H, carries 0.046; number 10, H, carries 0.052; number 11, H, carries 0.100; number 12, H, carries 0.122; number 13, H, carries 0.111; number 14, H, carries 0.074; number 15, H, carries 0.069; number 16, H, carries 0.072; number 17, H, carries 0.064

---

DFT (ωB97M-V/def2-TZVPD) results for a cluster of 2 separate species, C4H9N2O2 in total in a non-equilibrium geometry.

Last columns: bonded neighbours and bond lengths (Å).
Positions of all 17 atoms, in Å:
1 C 0.13622 -1.33147 -0.32222  C2 1.498, N5 1.348, O8 1.231
2 C 0.32084 -2.61401 -1.07400  C1 1.498, H9 1.021, H10 1.091, H11 1.224
3 C 0.90860 1.67641 0.00749  C4 1.562, H12 1.130, H13 1.115, H14 1.158
4 C -0.32146 1.01622 -0.69212  C3 1.562, N5 1.325, H15 1.127
5 N -0.28683 -0.26490 -1.02985  C1 1.348, C4 1.325
6 N -1.82166 1.17473 1.20001  O7 1.422, H17 1.077
7 O -0.84378 0.94933 2.20777  N6 1.422, H16 0.927
8 O 0.50936 -1.32484 0.85118  C1 1.231
9 H 1.07889 -2.45791 -1.74002  C2 1.021
10 H -0.49988 -2.93348 -1.71755  C2 1.091
11 H 0.71238 -3.47351 -0.29520  C2 1.224
12 H 0.94156 1.19467 1.02902  C3 1.130
13 H 1.88279 1.51099 -0.50961  C3 1.115
14 H 0.83010 2.82549 0.13063  C3 1.158
15 H -1.05035 1.68946 -1.22671  C4 1.127
16 H -0.45977 0.13277 1.99419  O7 0.927
17 H -2.03703 2.23006 1.18699  N6 1.077

Computed properties:
ΔE to the lowest compared entry with this formula, charge and spin = 5.3201 eV
2S+1 = 1
Charge = -1
Energy = -11365.8454 eV
HOMO energy (spin up / spin down) = -1.92 / -2.24 eV

Need the Löwdin charges? In units of e they are: number 1, C, carries -0.614; number 2, C, carries -0.056; number 3, C, carries -0.121; number 4, C, carries -0.244; number 5, N, carries 0.025; number 6, N, carries -0.129; number 7, O, carries -0.272; number 8, O, carries -0.037; number 9, H, carries 0.016; number 10, H, carries 0.059; number 11, H, carries 0.128; number 12, H, carries 0.050; number 13, H, carries 0.058; number 14, H, carries 0.076; number 15, H, carries 0.086; number 16, H, carries -0.024; number 17, H, carries -0.001

---

DFT (ωB97M-V/def2-TZVPD) results for the ion C4H9N2O2 with charge +1 in a non-equilibrium geometry.

Last columns: bonded neighbours and bond lengths (Å).
Positions of all 17 atoms, in Å:
1 O -1.60683 0.73482 -2.34124  C2 1.197
2 C -0.95066 1.37492 -1.57205  O1 1.197, C3 1.504, H9 1.097
3 C -0.59577 0.84123 -0.21192  C2 1.504, C4 1.537, N8 1.489, H10 1.084
4 C 0.67461 -0.00839 -0.37504  C3 1.537, C5 1.526, H11 1.090, H12 1.083
5 C 1.04138 -0.67957 0.94584  C4 1.526, N6 1.328, O7 1.228
6 N 2.21176 -1.30496 0.99360  C5 1.328, H13 1.004, H14 1.006
7 O 0.23973 -0.69426 1.87619  C5 1.228
8 N -1.64872 -0.07922 0.29870  C3 1.489, H15 1.019, H16 1.025, H17 1.026
9 H -0.51553 2.33823 -1.86464  C2 1.097
10 H -0.39356 1.52013 0.60910  C3 1.084
11 H 0.47779 -0.78701 -1.11217  C4 1.090
12 H 1.49330 0.62174 -0.70159  C4 1.083
13 H 2.50136 -1.71189 1.86404  N6 1.004
14 H 2.87335 -1.27189 0.23661  N6 1.006
15 H -1.34107 -0.43272 1.20344  N8 1.019
16 H -1.91503 -0.84542 -0.32804  N8 1.025
17 H -2.54611 0.38424 0.47918  N8 1.026

Computed properties:
ΔE to the lowest compared entry with this formula, charge and spin = 0.0000 eV
2S+1 = 1
Charge = +1
Energy = -11362.9675 eV
HOMO energy = -14.80 eV

Need the Löwdin charges? In units of e they are: number 1, O, carries 0.121; number 2, C, carries -0.194; number 3, C, carries -0.229; number 4, C, carries -0.038; number 5, C, carries -0.501; number 6, N, carries 0.214; number 7, O, carries 0.040; number 8, N, carries 0.222; number 9, H, carries 0.148; number 10, H, carries 0.170; number 11, H, carries 0.147; number 12, H, carries 0.143; number 13, H, carries 0.136; number 14, H, carries 0.129; number 15, H, carries 0.120; number 16, H, carries 0.183; number 17, H, carries 0.188